243
Properties=species:S:1:pos:R:3:lowdin_charge:R:1 method="wB97M-V/def2-TZVPD" relative_energy_kcal_mol=69.7 charge=+5
Br 0.383 4.983 1.956 -0.521
Br -2.283 -0.704 2.357 -0.373
Br 6.088 3.348 -0.925 -0.330
N 4.554 3.967 7.101 -0.261
N 3.984 6.265 -2.962 -0.222
N -9.587 3.194 -2.902 -0.249
N 0.233 1.071 -0.681 -0.224
N -2.488 -4.320 0.101 -0.237
N 8.768 -0.993 2.277 -0.267
N 1.613 -3.578 4.506 -0.224
N -8.173 -5.222 -6.771 -0.252
C 2.013 6.058 -1.525 -0.177
C -4.943 2.404 -2.868 -0.087
C 1.220 -4.620 3.433 -0.093
C 2.094 -5.798 3.762 -0.177
C -4.862 -3.443 -0.483 -0.157
C -0.166 -4.824 -0.260 -0.182
C -9.357 -4.610 -7.497 -0.120
C -7.032 -4.278 -6.329 -0.099
C -4.262 -3.041 -7.046 -0.090
C 11.261 -0.901 1.594 -0.174
C 8.101 5.315 9.778 -0.083
C 4.353 1.447 -4.300 -0.111
C -6.721 -3.206 -7.396 -0.174
C 3.022 -3.990 4.955 -0.092
C -9.604 4.133 -4.088 0.037
C -2.333 -5.525 -0.824 -0.069
C 1.420 1.896 -1.191 -0.083
C 3.653 3.654 8.275 0.050
C -10.458 -5.595 -7.319 -0.164
C -0.657 -2.820 5.429 -0.203
C -7.563 -6.284 -7.723 0.075
C 3.543 2.743 -4.382 -0.271
C -1.565 -0.379 -3.762 -0.256
C 3.623 5.242 -4.016 -0.102
C -1.035 -3.790 0.340 -0.110
C 7.955 -1.159 3.504 -0.140
C -10.807 1.528 -1.661 -0.149
C 6.085 5.714 8.222 -0.178
C 5.450 6.704 -2.816 0.038
C 7.497 6.129 8.594 -0.237
C 10.216 -0.702 2.712 -0.092
C -10.863 2.811 -0.792 -0.106
C 3.402 -5.200 4.131 -0.153
C -0.273 0.068 -1.669 -0.134
C -3.326 -3.203 -0.490 -0.133
C -0.856 2.001 -0.061 0.025
C -10.455 1.939 -3.083 -0.076
C -3.072 -4.642 1.443 0.008
C 12.692 -0.493 1.958 -0.238
C 5.969 4.322 7.572 -0.102
C 0.647 -3.603 5.679 -0.105
C 1.652 7.102 -2.573 -0.123
C -7.360 2.002 -3.604 -0.206
C 3.014 7.468 -3.163 -0.086
C -5.589 -2.388 -1.338 -0.234
C 6.717 0.438 2.022 -0.115
C 4.637 2.769 6.149 -0.111
C 6.601 -0.586 3.193 -0.164
C -0.761 -1.628 -4.117 -0.084
C -8.860 -5.854 -5.557 -0.091
C -5.468 -2.609 -2.813 -0.120
C 3.491 5.834 -1.578 -0.133
C 3.939 5.002 6.153 -0.103
C 2.326 2.122 0.025 -0.184
C 2.924 4.320 5.243 -0.137
C 3.365 2.844 5.280 -0.133
C 8.148 0.170 1.487 -0.063
C -0.928 -5.317 -1.451 -0.138
C 8.625 -2.252 1.445 0.029
C -3.057 -2.625 6.226 -0.097
C -10.172 3.882 -1.689 -0.086
C 4.332 3.912 -3.808 -0.229
C -6.063 1.407 -3.114 -0.263
C -10.163 -6.465 -6.118 -0.121
C -8.107 2.899 -2.616 -0.107
C -1.624 -2.950 6.621 -0.255
C -5.601 -2.261 -6.897 -0.221
C 2.322 0.825 0.774 -0.134
C -0.866 0.713 -2.939 -0.159
C 0.874 0.316 0.479 -0.143
C 1.747 -2.215 3.789 0.031
C 13.174 -0.909 3.351 -0.099
H -1.449 1.621 -2.792 0.103
H 0.258 -1.381 -4.418 0.086
H 0.303 0.510 1.382 0.062
H 3.314 2.477 -0.280 0.055
H 12.513 -0.545 4.142 0.065
H 3.543 2.533 4.252 0.108
H 8.378 -0.459 4.228 0.141
H 10.929 -0.272 0.766 0.120
H 5.430 5.659 9.094 0.114
H -0.974 -3.670 1.418 0.087
H 1.607 -4.175 2.517 0.122
H -7.407 -3.814 -5.418 0.120
H -5.642 -1.361 -7.509 0.113
H -2.394 -6.494 -0.335 0.143
H -6.205 -4.956 -6.130 0.128
H -3.221 -3.766 2.074 0.082
H 1.892 -1.406 4.501 0.112
H 2.372 0.882 1.860 0.108
H 1.968 4.666 5.638 0.124
H -1.109 2.707 -0.846 0.095
H 6.209 3.467 8.201 0.130
H 3.480 8.341 -2.706 0.134
H 0.168 -4.893 3.400 0.131
H -9.870 -7.496 -6.319 0.122
H -3.414 -2.368 -6.927 0.067
H 3.983 4.948 -1.180 0.031
H 5.529 2.766 5.523 0.123
H 3.726 0.584 -4.537 0.061
H -11.385 2.366 -3.464 0.141
H -4.804 3.108 -3.690 0.089
H 3.187 2.748 -5.420 0.110
H 0.476 -4.620 6.029 0.143
H -7.177 2.612 -4.491 0.120
H -10.448 2.594 0.187 0.122
H 10.147 0.334 3.039 0.141
H 1.974 3.006 0.555 0.039
H 6.657 1.430 2.465 0.107
H -7.623 -2.623 -7.573 0.109
H 6.515 4.272 6.630 0.129
H -7.976 1.157 -3.923 0.104
H 1.162 2.780 -1.768 0.120
H 5.666 6.459 7.546 0.114
H 14.145 -0.510 3.641 0.084
H -10.575 -6.231 -8.205 0.128
H -10.985 -6.568 -5.412 0.130
H -0.984 -0.528 -1.090 0.114
H -4.987 -4.482 -0.801 0.114
H -1.380 -2.024 -4.922 0.068
H 8.180 6.158 7.742 0.112
H 2.545 2.600 -3.952 0.081
H 3.882 6.695 -1.030 0.130
H 4.442 3.627 -2.757 -0.032
H 2.572 4.965 -3.910 0.120
H -10.638 4.237 -4.421 0.112
H 9.091 5.607 10.119 0.080
H -1.538 -3.926 7.110 0.109
H -3.096 -5.434 -1.596 0.126
H -0.510 2.502 0.845 0.019
H 0.830 -0.774 0.521 0.106
H -4.008 -5.175 1.290 0.109
H 0.578 -0.605 -1.782 0.131
H 7.581 -2.483 1.236 0.110
H 1.112 -3.071 6.511 0.141
H -8.166 -6.541 -5.074 0.135
H -4.231 -3.829 -6.293 0.062
H -11.471 -5.211 -7.452 0.139
H -11.916 3.078 -0.718 0.121
H 5.997 -1.445 2.892 0.098
H 7.426 5.396 10.632 0.078
H -11.691 0.925 -1.469 0.129
H 3.907 -4.837 3.231 0.123
H 4.046 -5.909 4.647 0.138
H 8.141 -0.096 0.432 0.132
H 6.110 0.002 3.968 0.105
H -4.149 -3.527 -8.016 0.081
H -3.988 1.912 -2.675 0.056
H -3.430 -3.132 5.334 0.066
H -2.328 -5.317 1.869 0.104
H 5.869 7.120 -3.730 0.110
H 3.665 5.696 -5.005 0.142
H -0.660 -2.389 -3.342 0.048
H 2.887 4.815 4.272 0.094
H -5.236 -3.449 0.540 0.115
H -9.209 3.484 -4.869 0.106
H 9.168 -2.259 0.505 0.110
H -9.171 -4.265 -8.513 0.149
H 5.193 1.303 -4.978 0.082
H -0.922 -4.486 -2.160 0.105
H -5.106 2.953 -1.938 0.083
H -9.922 0.937 -1.404 0.106
H -3.774 -2.603 7.041 0.084
H -5.651 -1.953 -5.851 0.081
H -7.462 3.775 -2.677 0.142
H -0.725 -6.292 -1.889 0.136
H -6.797 -5.837 -8.345 0.108
H -0.951 -2.820 -0.150 0.107
H 5.985 5.781 -2.590 0.048
H -10.030 1.198 -3.751 0.124
H -2.978 -1.626 5.782 0.068
H 1.781 6.210 -0.475 0.062
H 3.079 0.159 0.356 0.108
H 8.995 -3.018 2.128 0.113
H -9.399 4.323 -1.064 0.137
H -7.208 -7.091 -7.083 0.111
H -0.008 1.081 -3.513 0.113
H -0.468 -1.757 5.282 0.107
H -6.017 -3.511 -3.115 0.069
H -9.216 5.124 -3.879 0.126
H 8.115 4.267 9.472 0.058
H 5.615 7.403 -2.001 0.108
H 7.522 7.169 8.925 0.115
H 7.887 -2.163 3.915 0.143
H 1.109 6.655 -3.408 0.107
H 0.874 -4.628 -0.515 0.134
H -2.379 -0.679 -3.090 0.092
H -5.865 -1.867 -3.506 0.052
H -9.048 -5.069 -4.824 0.129
H -4.495 -2.926 -3.201 0.068
H -10.902 4.623 -2.005 0.139
H 2.621 -2.243 3.143 0.099
H -2.066 0.044 -4.632 0.110
H 11.341 -1.932 1.246 0.117
H -6.311 -3.651 -8.301 0.112
H 5.940 0.320 1.273 0.099
H 10.244 -1.416 3.534 0.131
H -1.623 1.333 0.331 0.035
H 12.700 0.600 1.940 0.111
H -8.038 2.432 -1.633 0.140
H 4.214 3.010 8.956 0.110
H 2.756 3.125 7.970 0.114
H 0.813 -2.174 3.230 0.077
H -3.107 -2.290 0.057 0.053
H 3.006 7.662 -4.235 0.129
H 2.918 -4.379 5.970 0.135
H -8.449 -6.708 -8.189 0.102
H -5.697 0.723 -3.883 0.100
H 13.432 -0.808 1.224 0.119
H 8.845 1.001 1.572 0.133
H 1.492 5.114 -1.715 0.090
H 1.673 -6.428 4.554 0.134
H 13.269 -1.994 3.418 0.081
H -1.218 -3.198 4.571 0.087
H -1.319 -2.275 7.424 0.116
H 3.617 4.581 8.843 0.108
H -5.281 -1.367 -1.099 0.108
H -2.925 -3.246 -1.506 0.117
H 3.525 5.775 6.799 0.135
H 2.612 2.230 5.775 0.106
H 4.727 1.866 6.755 0.129
H -6.633 -2.410 -1.021 0.117
H 1.954 1.170 -1.810 0.127
H 5.378 3.900 -4.118 0.121
H -6.226 0.785 -2.230 0.106
H 4.727 5.485 5.575 0.141
H 0.996 7.890 -2.210 0.128
H 4.693 1.382 -3.263 0.049
H 3.631 -3.092 5.012 0.129
H -0.228 -5.705 0.391 0.123
H -9.434 -3.652 -6.973 0.131
H 2.119 -6.605 3.026 0.136